1.
This record from the Open Molecules 2025 dataset describes a structure of composition C50H26F15GeInN7O6S2 at a distorted geometry. The level of theory is the ωB97M-V functional and the def2-TZVPD basis.

Geometry as XYZ:
```
108
C50H26F15GeInN7O6S2 the ωB97M-V functional and the def2-TZVPD basis
In -1.06 -0.25 -1.72
C 1.77 0.07 -3.63
N 1.39 0.46 -2.28
C 1.52 1.91 -2.12
C 0.93 2.48 -0.85
C 1.01 3.84 -0.62
C 0.47 4.36 0.55
C -0.14 3.48 1.43
C -0.17 2.14 1.12
N 0.36 1.64 0.01
C 2.15 -0.29 -1.28
C 1.80 -1.75 -1.42
C 2.72 -2.75 -1.15
C 2.40 -4.06 -1.49
C 1.17 -4.32 -2.05
C 0.27 -3.27 -2.21
N 0.60 -2.01 -1.95
C 0.63 0.10 -4.62
C 0.87 -0.03 -5.98
C -0.20 0.01 -6.85
C -1.48 0.19 -6.34
C -1.63 0.29 -4.97
N -0.59 0.25 -4.14
H 2.59 0.71 -4.00
H 2.14 -0.96 -3.61
H 2.57 2.22 -2.16
H 0.99 2.37 -2.96
H 1.49 4.48 -1.35
H 0.53 5.41 0.77
H -0.59 3.84 2.35
H -0.62 1.41 1.78
H 3.24 -0.17 -1.41
H 1.87 0.06 -0.28
H 3.67 -2.50 -0.69
H 3.12 -4.85 -1.33
H 0.88 -5.32 -2.33
H -0.71 -3.44 -2.63
H 1.88 -0.18 -6.35
H -0.05 -0.10 -7.92
H -2.34 0.24 -6.99
H -2.60 0.43 -4.51
O -0.72 -2.01 2.40
N 0.28 -3.17 0.96
O -0.49 -3.77 0.27
O -1.27 -1.18 0.15
O -2.07 -3.00 -4.37
C -2.86 -2.51 -3.58
N -2.57 -1.56 -2.65
S -3.93 -0.86 -2.07
O -4.20 0.32 -2.86
O -3.94 -0.69 -0.65
C -5.04 -2.14 -2.61
C -6.36 -2.38 -2.33
C -6.97 -3.45 -2.97
C -6.26 -4.22 -3.88
C -4.92 -3.97 -4.15
C -4.31 -2.92 -3.49
H -6.89 -1.75 -1.63
H -8.00 -3.69 -2.76
H -6.76 -5.04 -4.38
H -4.36 -4.57 -4.85
F 4.82 1.33 4.74
C 4.97 0.15 4.11
C 3.90 -0.45 3.47
C 4.19 -1.64 2.81
F 3.20 -2.23 2.11
C 5.44 -2.24 2.81
F 5.67 -3.38 2.15
C 6.47 -1.61 3.48
F 7.70 -2.15 3.48
C 6.24 -0.41 4.13
F 7.26 0.22 4.73
Ge 1.97 0.20 2.99
S -0.14 -1.42 1.16
C 2.10 1.84 4.29
C 1.70 2.05 5.60
F 1.30 1.03 6.37
C 1.73 3.30 6.21
F 1.31 3.43 7.48
C 2.18 4.40 5.51
F 2.20 5.61 6.07
C 2.61 4.24 4.20
F 3.03 5.30 3.49
C 2.56 2.98 3.63
F 3.00 2.84 2.36
C 1.02 -0.90 4.42
C -0.29 -0.49 4.61
F -0.72 0.58 3.89
C -1.16 -1.05 5.52
F -2.40 -0.58 5.70
C -0.71 -2.12 6.28
F -1.51 -2.68 7.19
C 0.58 -2.59 6.11
F 1.01 -3.63 6.85
C 1.42 -1.97 5.19
F 2.68 -2.45 5.09
N -4.87 6.26 -1.06
C -4.25 5.30 -1.17
C -3.47 4.11 -1.30
C -2.69 3.89 -2.43
C -1.98 2.71 -2.56
C -2.02 1.74 -1.57
C -2.77 1.98 -0.42
C -3.51 3.15 -0.29
H -2.66 4.65 -3.21
H -1.39 2.55 -3.46
H -2.81 1.24 0.36
H -4.11 3.32 0.59
```

Properties
- Electronic energy: -7317.060906 a.u.
- Relative energy (zero: lowest compared OMol25 entry of this formula, charge and spin): 25.1 kcal/mol
- LUMO: 1.53 eV
- Charge: -1

2.
This record from the Open Molecules 2025 dataset describes a structure of composition C50H35BrN11NiO2 at a distorted geometry. The level of theory is the ωB97M-V functional and the def2-TZVPD basis.

Geometry as XYZ:
```
100
C50H35BrN11NiO2 the ωB97M-V functional and the def2-TZVPD basis
Ni -0.03 0.13 -0.09
C -1.48 -0.64 4.97
N -0.76 -0.11 3.84
C -1.02 -0.33 2.55
N -0.05 0.18 1.82
C 0.79 0.74 2.73
N 0.40 0.57 3.97
C -0.94 -1.97 5.44
C -1.66 -2.69 6.39
C -1.17 -3.90 6.87
C 0.03 -4.41 6.41
C 0.75 -3.70 5.44
C 0.25 -2.48 4.97
C 2.00 -4.23 4.93
N 2.56 -5.37 5.18
N 3.71 -5.42 4.45
C 3.80 -4.31 3.79
O 2.74 -3.50 4.06
C 4.78 -3.88 2.82
C 5.71 -4.75 2.26
C 6.55 -4.31 1.26
C 6.46 -3.01 0.77
C 5.56 -2.12 1.35
C 5.43 -0.70 0.84
N 4.14 -0.47 0.19
C 2.90 -0.55 0.70
N 2.02 -0.20 -0.22
C 2.79 0.08 -1.30
N 4.08 -0.07 -1.09
C 4.76 -2.55 2.39
H -2.53 -0.73 4.68
H -1.40 0.10 5.77
H -1.92 -0.79 2.19
H 1.67 1.29 2.48
H -2.60 -2.30 6.76
H -1.73 -4.44 7.62
H 0.43 -5.34 6.77
H 0.83 -1.95 4.22
H 5.74 -5.78 2.61
H 7.27 -4.99 0.82
H 7.10 -2.69 -0.04
H 6.18 -0.48 0.09
H 5.53 0.00 1.67
H 2.68 -0.87 1.70
H 2.38 0.40 -2.25
H 4.10 -1.86 2.90
Br -7.93 -1.37 0.63
C -6.76 -2.19 -0.63
C -5.86 -1.42 -1.33
C -5.03 -2.02 -2.26
C -5.11 -3.40 -2.52
C -6.02 -4.15 -1.78
C -6.84 -3.56 -0.83
N -4.48 -4.01 -3.61
N -3.41 -3.63 -4.12
C -2.51 -2.79 -3.48
C -1.78 -1.93 -4.30
C -0.98 -0.93 -3.80
C -0.77 -0.79 -2.41
O -0.08 0.17 -1.92
C -1.32 -1.83 -1.57
N -0.89 -1.84 -0.28
C -1.33 -2.79 0.52
C -2.26 -3.76 0.12
C -2.70 -3.76 -1.17
C -2.22 -2.80 -2.08
H -5.80 -0.35 -1.16
H -4.33 -1.42 -2.83
H -6.07 -5.22 -1.96
H -7.54 -4.15 -0.26
H -1.94 -2.02 -5.37
H -0.51 -0.21 -4.46
H -0.92 -2.81 1.52
H -2.61 -4.49 0.84
H -3.38 -4.53 -1.51
C -1.47 1.33 0.12
C -2.37 1.68 0.88
C -3.36 1.87 1.86
C -3.54 3.16 2.50
C -2.49 4.11 2.49
C -2.62 5.31 3.16
C -3.79 5.64 3.82
C -4.86 4.74 3.78
C -4.74 3.53 3.14
C -4.01 0.65 2.31
C -4.40 0.45 3.65
C -4.83 -0.80 4.09
C -4.89 -1.88 3.22
C -4.54 -1.69 1.88
C -4.10 -0.46 1.44
H -1.58 3.86 1.96
H -1.78 6.01 3.17
H -3.89 6.58 4.35
H -5.80 5.01 4.26
H -5.59 2.86 3.10
H -4.32 1.26 4.36
H -5.09 -0.93 5.13
H -5.20 -2.86 3.57
H -4.60 -2.52 1.18
H -3.80 -0.33 0.40
```

Properties
- Electronic energy: -6761.428766 a.u.
- Relative energy (zero: lowest compared OMol25 entry of this formula, charge and spin): 24.4 kcal/mol
- LUMO (spin up / spin down): 1.13 / 1.13 eV
- Charge: -1

3.
This record from the Open Molecules 2025 dataset describes a structure of composition C50H37Cl4NO3P2Pd at a distorted geometry. The level of theory is the ωB97M-V functional and the def2-TZVPD basis.

Geometry as XYZ:
```
98
C50H37Cl4NO3P2Pd the ωB97M-V functional and the def2-TZVPD basis
Pd -0.08 -1.05 -0.31
C -6.40 2.02 0.92
C -5.60 1.22 -0.16
C -6.58 0.81 -1.32
C -4.40 2.01 -0.62
C -4.45 3.36 -0.98
C -3.30 4.05 -1.21
C -2.00 3.47 -1.27
C -1.91 2.13 -0.88
P -0.44 1.14 -0.85
C 0.47 2.01 0.43
C 1.80 2.35 0.29
C 2.43 2.98 1.32
C 1.72 3.25 2.50
C 0.39 2.86 2.69
C -0.25 2.32 1.59
C 0.46 1.41 -2.35
C 0.63 0.32 -3.23
C 1.24 0.52 -4.44
C 1.88 1.74 -4.76
C 1.67 2.85 -3.89
C 0.92 2.68 -2.77
C -3.14 1.38 -0.68
O -2.89 0.02 -0.45
C -3.93 -0.74 0.04
C -3.54 -2.07 0.24
C -4.43 -2.83 0.96
C -5.55 -2.27 1.55
C -5.95 -0.97 1.26
C -5.19 -0.18 0.40
P -1.85 -2.56 -0.06
C -1.41 -3.82 1.15
C -0.40 -4.76 0.88
C 0.14 -5.56 1.93
C -0.27 -5.28 3.22
C -1.21 -4.28 3.46
C -1.70 -3.46 2.46
C -1.98 -3.25 -1.69
C -1.99 -4.63 -1.96
C -1.94 -5.09 -3.28
C -1.94 -4.20 -4.35
C -2.09 -2.85 -4.10
C -2.13 -2.39 -2.80
H -6.97 2.86 0.41
H -5.64 2.44 1.63
H -7.12 1.39 1.44
H -6.77 1.67 -2.03
H -7.55 0.57 -0.91
H -6.27 -0.13 -1.83
H -5.34 3.93 -1.06
H -3.53 5.10 -1.41
H -1.20 4.14 -1.69
H 2.33 2.04 -0.63
H 3.38 3.42 1.12
H 2.29 3.71 3.35
H -0.11 3.18 3.64
H -1.35 2.21 1.56
H 0.20 -0.59 -2.90
H 1.38 -0.40 -5.11
H 2.37 1.87 -5.71
H 2.00 3.89 -4.07
H 0.75 3.61 -2.09
H -4.24 -3.88 1.09
H -6.19 -2.89 2.27
H -6.93 -0.54 1.55
H -0.11 -4.85 -0.11
H 0.83 -6.37 1.68
H 0.09 -5.96 3.95
H -1.46 -4.05 4.45
H -2.43 -2.68 2.72
H -1.97 -5.36 -1.17
H -1.99 -6.14 -3.36
H -1.96 -4.61 -5.35
H -2.36 -2.21 -4.97
H -2.13 -1.25 -2.63
Cl 5.45 -5.00 -2.03
C 4.58 -3.62 -1.44
C 5.11 -2.31 -1.22
Cl 6.70 -2.03 -1.53
C 4.28 -1.34 -0.58
Cl 4.70 0.08 0.24
C 2.88 -1.46 -0.55
O 2.07 -0.62 -0.05
C 2.35 -2.82 -1.00
O 1.08 -2.94 -0.98
C 3.21 -3.91 -1.25
Cl 2.45 -5.43 -1.48
C 8.04 4.77 3.70
C 8.44 6.00 4.26
C 9.60 5.94 5.08
N 10.18 4.80 5.38
C 9.76 3.66 4.88
C 8.69 3.61 4.06
H 7.19 4.71 3.02
H 7.92 6.94 4.03
H 9.88 6.73 5.74
H 10.32 2.78 5.17
H 8.33 2.62 3.82
```

Properties
- Electronic energy: -4859.276348 a.u.
- Relative energy (zero: lowest compared OMol25 entry of this formula, charge and spin): 0.0 kcal/mol
- LUMO (spin up / spin down): 3.54 / 3.54 eV
- Charge: -2

4.
This record from the Open Molecules 2025 dataset describes a structure of composition C50H38BrClN2O5PSn at a distorted geometry. The level of theory is the ωB97M-V functional and the def2-TZVPD basis.

Geometry as XYZ:
```
99
C50H38BrClN2O5PSn the ωB97M-V functional and the def2-TZVPD basis
Sn 0.78 -0.12 -0.74
C 1.50 -3.13 6.74
O 0.68 -1.95 6.82
C 0.57 -1.14 5.77
C -0.17 -0.02 5.88
C -0.40 0.78 4.72
C -0.03 0.49 3.45
C -0.62 1.29 2.37
C -1.31 2.61 2.63
O -0.62 0.85 1.22
C 0.81 -0.73 3.17
O 0.32 -1.62 2.16
C 1.31 -1.38 4.51
H 1.49 -3.56 7.73
H 2.53 -2.88 6.46
H 1.08 -3.84 6.03
H -0.64 0.23 6.83
H -1.00 1.67 4.88
H -0.61 3.33 3.05
H -2.14 2.50 3.34
H -1.70 2.98 1.69
H 1.54 -2.43 4.34
C -4.44 4.27 -0.78
C -4.38 2.88 -0.73
C -3.24 2.23 -1.16
C -2.15 2.95 -1.65
C -2.22 4.34 -1.70
C -3.36 5.00 -1.26
P -0.67 1.99 -2.09
C 0.67 3.21 -2.20
C 1.30 3.57 -1.01
C 2.37 4.46 -1.02
C 2.81 4.99 -2.22
C 2.18 4.63 -3.41
C 1.12 3.74 -3.40
C -0.93 1.38 -3.76
C -1.93 1.69 -4.60
C -2.06 0.99 -5.87
C -1.22 0.00 -6.22
C -0.11 -0.42 -5.36
C 0.68 -1.45 -5.70
C 1.88 -1.87 -4.89
C 1.86 -1.12 -3.53
C 1.01 0.05 -3.18
C 0.05 0.33 -4.09
H -5.33 4.79 -0.43
H -5.23 2.32 -0.35
H -3.18 1.15 -1.10
H -1.38 4.91 -2.08
H -3.41 6.08 -1.30
H 0.94 3.15 -0.07
H 2.85 4.73 -0.09
H 3.64 5.68 -2.23
H 2.53 5.05 -4.35
H 0.64 3.46 -4.33
H -2.65 2.47 -4.35
H -2.86 1.27 -6.54
H -1.35 -0.52 -7.17
H 0.50 -1.98 -6.63
H 2.80 -1.79 -5.48
H 2.86 -1.08 -3.09
Br 4.45 -0.59 6.53
C 3.89 -1.06 4.80
C 2.59 -0.50 4.34
C 2.32 -0.47 2.81
C 3.08 -1.58 2.09
C 4.15 -2.15 2.67
C 4.61 -1.86 4.02
N 2.70 -1.83 0.76
C 3.08 -2.83 0.09
C 2.57 -3.01 -1.29
C 3.33 -3.79 -2.29
C 2.96 -3.87 -3.57
C 1.71 -3.21 -4.09
C 1.10 -2.35 -2.96
N 1.46 -2.46 -1.58
H 2.41 0.47 4.79
H 2.48 0.48 2.29
H 4.76 -2.83 2.09
H 5.54 -2.28 4.36
H 3.76 -3.60 0.49
H 4.21 -4.32 -1.94
H 3.52 -4.50 -4.25
H 1.06 -3.95 -4.56
H 0.03 -2.20 -3.07
Cl -7.54 -2.31 0.91
C -5.82 -2.12 0.95
C -5.12 -2.00 -0.25
C -3.75 -1.87 -0.21
C -3.08 -1.84 1.00
C -3.79 -1.95 2.20
C -5.17 -2.08 2.17
C -1.60 -1.72 0.97
O -1.10 -1.68 2.23
O -0.94 -1.67 -0.04
H -5.66 -2.03 -1.19
H -3.18 -1.79 -1.13
H -3.27 -1.93 3.15
H -5.73 -2.17 3.08
```

Properties
- Electronic energy: -6003.263771 a.u.
- Relative energy (zero: lowest compared OMol25 entry of this formula, charge and spin): 214.2 kcal/mol
- LUMO: -3.34 eV
- Charge: +1